{
  "formula": "C10H15NO",
  "method": "ωB97M-V with the def2-TZVPD basis set",
  "max_force_ev_per_a": 4.48,
  "multiplicity": 1,
  "energy_ha": -519.97717,
  "homo_lumo_gap_ev": 9.845,
  "lumo_energy_ev": 0.68,
  "e_homo_ha": -0.3367,
  "elements": ["C", "C", "O", "H", "H", "C", "H", "H", "H", "C", "C", "H", "H", "C", "H", "H", "C", "H", "H", "H", "N", "H", "C", "C", "H", "C", "H"],
  "xyz": [[2.577459, -3.080187, 0.119890], [-0.278250, 1.813991, -0.881687], [3.159140, -3.160334, -2.249448], [1.472361, -1.797717, 1.410068], [2.973238, -0.891071, 0.661446], [-2.690415, 2.208326, -1.165111], [0.366239, 2.190594, 1.209028], [0.833511, -3.314255, -2.631868], [-1.934468, 3.311347, 2.964184], [2.103183, -1.663812, 0.457017], [-1.426189, 1.894698, -1.733887], [1.420792, -1.351924, -0.368870], [-0.934607, 1.809307, 3.060881], [-1.767035, 2.321856, 2.664695], [2.104533, -3.799095, 0.731062], [-1.228302, 1.464687, -2.826733], [-2.809199, 2.399319, 0.182684], [0.319147, -3.050226, -1.229132], [-3.577924, 2.430849, -1.803261], [3.639071, -3.487235, 0.403274], [1.035422, -3.511922, -1.667527], [-2.669696, 1.751745, 3.019036], [-1.703085, 2.258381, 1.033303], [2.383495, -3.198454, -1.351040], [-3.730022, 2.726764, 0.715954], [-0.458436, 2.117685, 0.455241], [0.820038, 1.606683, -1.179198]],
  "forces_ev_per_angstrom": [[3.4856, -0.3135, 0.2839], [0.4244, 0.5469, -0.8517], [1.8269, 0.4356, -0.5344], [0.9140, 0.8478, -1.3467], [-1.9473, -1.5316, -0.6102], [0.2008, 0.4397, -1.9368], [-0.3171, -0.3568, -1.1613], [0.4862, -0.3934, -0.7152], [0.3136, 1.4638, 0.6759], [0.4455, 0.8778, 2.1003], [1.5768, -1.9157, -0.9783], [0.6392, 0.3391, 0.8573], [1.1356, -0.0549, 0.5112], [-2.4401, -1.6259, -3.3819], [-1.6866, -0.8175, -0.0402], [-0.9815, 1.5005, 2.3139], [-0.2649, 0.3540, 2.4086], [-1.8053, 1.0543, 2.3310], [0.8925, -0.5550, 0.4115], [-1.1973, 1.8924, -0.7555], [1.5185, -0.4636, -1.5956], [0.7162, 0.4239, -0.4867], [-0.2118, 0.4041, 1.7757], [-2.7019, -1.8948, 0.0273], [0.3526, -0.5033, -0.9728], [0.8595, -0.4338, 1.7807], [-2.2341, 0.2797, -0.1099]]
}